Here is a structure of composition C63H62Ge2N6PdS5Se at a distorted geometry from OMol25. Energies are from wB97M-V/def2-TZVPD.

Computed properties:
HOMO   -0.258 Ha
LUMO energy   -0.0347 Ha
Energy above the lowest of the compared OMol25 structures with the same formula, charge and spin   26.9 kJ/mol
Charge   0
E_tot   -311320.45901 eV

The geometry in XYZ format:
```
140
Properties=species:S:1:pos:R:3:forces:R:3:mulliken_charge:R:1
Pd 0.26932 2.03942 0.50256 1.73 1.65 -0.86 0.80
Se -6.17933 6.64303 1.12892 -0.20 0.19 0.01 0.23
N -4.73817 6.72604 0.10350 0.33 -0.02 -0.19 -0.89
C -3.98181 5.70108 0.40959 -0.39 0.24 0.12 0.87
C -2.71168 5.41879 -0.22291 0.53 -0.39 -0.02 0.49
C -2.09993 6.29363 -1.11923 -0.12 0.02 0.05 -0.74
C -0.90193 5.93329 -1.69177 -0.03 0.02 -0.04 -1.36
C -0.35311 4.69493 -1.37198 0.07 0.00 -0.04 -0.69
N -0.89516 3.87297 -0.49121 -0.50 -0.34 0.58 1.69
C -2.05248 4.21752 0.10017 0.14 0.50 -0.47 -0.82
C -2.59200 3.31869 1.12195 -0.47 -0.27 0.35 -0.71
N -1.92529 2.18775 1.35568 -0.57 0.03 0.34 1.44
C -2.29900 1.41973 2.36260 -0.14 0.05 0.00 -0.24
C -3.37723 1.72651 3.18852 -0.04 -0.16 0.01 -1.19
C -4.13604 2.83544 2.90120 -0.06 0.07 -0.07 -0.99
C -3.74732 3.65725 1.84346 0.40 -0.33 -0.14 0.77
C -4.48772 4.83234 1.44194 -0.44 0.28 0.02 0.90
N -5.64853 5.16853 1.94826 0.16 -0.29 0.18 -0.88
H -2.58353 7.23541 -1.34435 0.00 -0.01 -0.03 0.56
H -0.39573 6.58380 -2.39199 -0.01 -0.03 -0.02 0.49
H 0.54675 4.33805 -1.85631 0.04 0.04 0.06 0.46
H -1.71035 0.52683 2.52860 0.04 -0.04 -0.01 0.03
H -3.61615 1.07629 4.01941 -0.04 0.01 -0.02 0.59
H -5.02557 3.08077 3.46637 0.03 0.05 0.03 0.55
C 1.19155 2.43124 7.00113 -0.02 -0.06 -0.12 -1.58
C 1.43759 1.30740 6.03105 -0.02 0.01 -0.01 0.76
C 2.71836 0.99196 5.60566 -0.02 0.04 0.04 -1.09
C 2.96088 -0.09304 4.77425 -0.07 -0.09 -0.11 0.87
C 4.36232 -0.41041 4.32501 -0.05 0.06 -0.01 -1.58
C 1.88753 -0.88797 4.36124 0.01 0.24 -0.03 0.29
C 0.58222 -0.57363 4.75921 0.05 -0.03 0.02 0.84
C -0.57185 -1.47453 4.39767 0.08 0.09 -0.06 -1.46
C 0.37783 0.53334 5.57186 -0.01 0.06 0.01 -0.84
C 2.15105 -2.16201 3.63517 -0.03 -0.24 -0.19 0.12
C 2.69508 -3.17387 4.42457 -0.01 0.05 0.01 -0.31
C 2.93060 -4.43422 3.91202 0.03 -0.09 0.08 -1.27
C 2.55102 -4.71713 2.61755 -0.02 -0.02 -0.07 -0.04
C 1.98650 -3.73775 1.79947 0.02 0.02 0.07 -1.19
C 1.83409 -2.43042 2.28492 -0.10 0.54 -0.08 1.14
Ge 1.40571 -0.95265 0.99063 0.07 -0.28 -0.29 0.77
S 2.13876 1.07034 1.51627 -0.75 -0.51 -0.31 -0.64
S 2.14006 -1.50079 -1.08518 -0.42 0.49 0.17 -0.50
Ge 0.39596 -0.18089 -1.70915 -0.08 -0.78 0.23 0.02
S 1.12809 1.88081 -1.76928 -0.35 -0.38 1.07 -0.97
S -0.75203 -0.67242 0.25392 0.38 -0.31 -0.35 -0.35
C -0.62594 -0.70147 -3.35244 0.18 0.21 0.34 0.32
C 0.15968 -1.01461 -4.47435 -0.11 0.04 0.13 -0.49
C -0.44174 -1.25617 -5.70269 0.14 -0.01 -0.05 0.13
C -1.81580 -1.20938 -5.82836 -0.07 -0.01 -0.13 -1.08
C -2.59367 -0.92539 -4.72346 -0.06 0.03 0.05 -0.01
C -2.02452 -0.66030 -3.47651 0.31 -0.13 -0.20 -1.09
C -3.01361 -0.41036 -2.38954 -0.03 0.01 0.22 0.33
C -3.55395 -1.49124 -1.68216 0.11 0.10 -0.06 0.75
C -2.99721 -2.88434 -1.81742 -0.01 0.07 0.08 -1.37
C -4.63433 -1.26462 -0.83713 -0.06 0.01 0.01 -0.80
C -5.21289 -0.01112 -0.70872 -0.01 -0.01 0.05 0.77
C -6.49325 0.16243 0.06406 0.09 -0.06 -0.05 -1.76
C -4.63440 1.05655 -1.38520 0.01 0.02 0.06 -0.78
C -3.53854 0.87797 -2.21802 0.04 -0.04 -0.06 1.29
C -2.95132 2.04247 -2.97280 0.01 -0.01 0.13 -1.65
C 1.63463 -1.17920 -4.33937 0.16 0.02 -0.12 0.15
C 2.51207 -0.10253 -4.47618 -0.12 -0.03 -0.02 1.55
C 2.02122 1.26583 -4.87277 0.06 -0.08 -0.02 -1.90
C 3.87470 -0.31827 -4.28551 0.02 -0.03 0.05 -0.99
C 4.37602 -1.57365 -3.98520 0.05 0.05 -0.01 0.49
C 5.84602 -1.79048 -3.74604 -0.10 0.02 -0.06 -1.57
C 3.49114 -2.64469 -3.91279 -0.02 0.01 -0.06 -0.47
C 2.12864 -2.46889 -4.08338 0.01 -0.02 -0.16 1.04
C 1.18797 -3.63395 -3.96244 0.01 0.24 -0.13 -1.23
C 1.49256 -4.24433 0.48529 -0.10 -0.30 -0.12 1.16
C 2.39054 -4.66881 -0.50027 -0.03 -0.11 0.07 0.40
C 3.86229 -4.35541 -0.42619 -0.09 0.01 -0.03 -1.63
C 1.90904 -5.37747 -1.59495 0.07 -0.17 0.29 -0.20
C 0.56235 -5.66594 -1.74315 -0.04 -0.21 0.18 0.21
C 0.05586 -6.46749 -2.91168 0.01 0.04 0.08 -1.85
C -0.31893 -5.21408 -0.76888 0.05 -0.04 -0.13 -0.19
C 0.12324 -4.52071 0.34875 0.11 0.07 0.13 0.44
C -0.86021 -4.13248 1.42210 0.03 -0.01 -0.02 -1.58
H 2.12910 2.89275 7.30946 -0.03 0.04 0.00 0.39
H 0.68522 2.05457 7.89223 0.01 0.06 0.01 0.34
H 0.55569 3.19444 6.55165 -0.01 0.08 0.01 0.29
H 3.55055 1.60298 5.93957 0.02 -0.02 -0.01 0.31
H 5.03745 0.40851 4.57031 0.01 0.00 -0.01 0.45
H 4.38963 -0.57090 3.24558 0.04 0.00 0.00 0.26
H 4.73721 -1.31903 4.79940 0.03 0.01 -0.02 0.33
H -0.41391 -2.47157 4.81519 -0.04 -0.03 -0.04 0.37
H -0.67130 -1.59522 3.31669 -0.05 -0.02 0.00 -0.01
H -1.50899 -1.08294 4.79467 0.00 0.01 -0.01 0.48
H -0.63006 0.79477 5.88321 -0.01 -0.10 0.01 0.32
H 2.93209 -2.95586 5.45942 -0.01 0.03 0.00 0.58
H 3.38340 -5.20088 4.52845 -0.03 0.00 0.02 0.38
H 2.67815 -5.71574 2.21662 -0.02 0.01 -0.01 0.51
H 0.18068 -1.49576 -6.55705 0.02 -0.01 0.01 0.49
H -2.28246 -1.40810 -6.78520 -0.01 0.01 0.00 0.39
H -3.67399 -0.90906 -4.81180 0.00 0.01 0.02 0.51
H -2.38022 -2.98458 -2.70812 0.02 -0.07 0.01 0.28
H -3.80028 -3.62177 -1.86325 -0.01 0.00 0.01 0.65
H -2.37178 -3.11776 -0.95180 0.04 0.02 -0.04 -0.19
H -5.06023 -2.10090 -0.29084 0.00 -0.02 -0.04 0.45
H -6.56662 -0.56250 0.87532 -0.01 0.04 0.01 0.40
H -7.34380 0.00185 -0.60323 -0.03 0.01 0.06 0.33
H -6.58297 1.16563 0.47521 0.01 0.08 0.07 0.35
H -5.07372 2.04552 -1.29121 0.02 0.02 0.01 0.37
H -3.54894 2.94367 -2.82403 0.01 -0.01 0.00 0.50
H -2.89932 1.82792 -4.04116 0.01 0.06 -0.01 0.41
H -1.93213 2.24340 -2.63031 0.04 0.01 -0.04 0.06
H 0.94764 1.36399 -4.72097 0.01 0.07 -0.02 0.34
H 2.23327 1.44265 -5.93045 -0.02 0.02 -0.01 0.45
H 2.52174 2.03837 -4.28915 0.00 0.00 -0.04 0.39
H 4.55613 0.52222 -4.36731 0.00 0.01 0.02 0.36
H 6.36478 -0.83960 -3.63201 0.04 -0.02 0.01 0.37
H 6.29615 -2.32962 -4.58247 0.04 -0.01 0.03 0.33
H 6.00300 -2.38125 -2.84253 0.04 0.00 0.00 0.30
H 3.87608 -3.63626 -3.69451 -0.02 -0.01 0.00 0.42
H 1.73411 -4.57377 -4.01409 -0.04 0.11 -0.06 0.57
H 0.43563 -3.62036 -4.75086 -0.02 -0.02 -0.03 0.36
H 0.67132 -3.59894 -2.99834 0.00 0.09 -0.18 -0.19
H 4.15932 -4.03643 0.56967 0.06 0.00 0.01 0.26
H 4.09024 -3.53831 -1.11643 0.04 -0.03 0.01 -0.05
H 4.45986 -5.22266 -0.71092 0.02 0.01 -0.01 0.53
H 2.61246 -5.72515 -2.34582 0.01 0.01 0.04 0.37
H 0.86638 -6.72143 -3.59440 -0.03 -0.02 -0.02 0.34
H -0.70156 -5.90935 -3.46572 0.01 -0.01 -0.04 0.27
H -0.40200 -7.39689 -2.56787 -0.01 0.00 -0.03 0.47
H -1.37570 -5.44217 -0.86981 0.00 0.01 0.04 0.43
H -1.81108 -4.64544 1.27705 0.00 -0.01 0.00 0.51
H -1.05094 -3.05657 1.39922 -0.01 -0.07 0.04 -0.18
H -0.47463 -4.38406 2.41139 -0.05 0.00 0.03 0.50
S 0.20339 3.57997 2.91905 -0.03 -0.06 -0.14 0.01
C 0.90231 4.92691 2.23339 0.15 -0.02 0.21 -0.49
N 1.81148 4.94540 1.24167 -0.05 0.17 -0.07 0.25
C 2.36571 6.27742 1.03899 0.13 -0.02 -0.03 -0.58
C 1.32481 7.16195 1.73571 -0.08 0.04 0.02 -0.45
N 0.68511 6.20410 2.62989 0.11 0.17 -0.12 -0.17
H 2.27555 4.09430 0.96177 -0.09 -0.08 -0.02 0.04
H 2.47100 6.51670 -0.01900 0.00 -0.04 0.03 0.31
H 3.34459 6.36570 1.51859 -0.01 0.01 -0.01 0.35
H 0.60462 7.57884 1.02490 0.01 -0.05 -0.03 0.25
H 1.78004 7.98189 2.28917 0.01 -0.02 -0.02 0.34
H -0.12620 6.43512 3.17367 -0.05 -0.12 0.05 0.24
```
Forces are in eV/Å.